The following is a quantum chemistry calculation of C34H37BInN10O6S3 as an isolated structure, from the OMol25 dataset.

* energy: -101407.645 eV
* energy relative to the best compared isomer or geometry (same formula, charge and spin): 60.8 kJ/mol
* orbital gap: 6.95 eV
* E_LUMO: 2.213 eV
* net charge: -1
* 2S+1: 1

```
92
C34H37BInN10O6S3, DFT the ωB97M-V functional and the def2-TZVPD basis
In 0.248 -0.065 -0.317
N 4.925 1.058 -0.603
C 3.820 0.405 -0.116
S 3.442 -1.160 -0.656
N 3.200 1.090 0.829
N 1.988 0.638 1.202
C 1.643 0.872 2.426
C 2.533 1.558 3.403
C 2.971 2.862 3.186
C 3.796 3.477 4.113
C 4.203 2.798 5.258
C 3.770 1.499 5.478
C 2.932 0.886 4.552
C 0.335 0.365 2.895
C -0.240 0.809 4.079
C -1.484 0.319 4.439
C -2.112 -0.613 3.627
C -1.464 -1.004 2.468
N -0.274 -0.530 2.119
H 5.339 0.651 -1.422
H 4.923 2.061 -0.521
H 2.638 3.386 2.299
H 4.128 4.494 3.942
H 4.855 3.281 5.976
H 4.080 0.961 6.366
H 2.593 -0.131 4.719
H 0.266 1.552 4.678
H -1.966 0.675 5.341
H -3.086 -1.015 3.871
H -1.905 -1.720 1.781
C 1.863 -2.652 2.244
C 0.955 -3.174 1.179
C 0.476 -4.490 1.059
C -0.222 -4.525 -0.129
C -0.943 -5.662 -0.780
N -0.159 -3.295 -0.665
N 0.545 -2.452 0.138
B -0.660 -2.806 -2.028
N 0.464 -2.026 -2.738
N 0.739 -0.741 -2.384
C 1.590 -0.243 -3.272
C 2.137 1.139 -3.170
C 1.852 -1.218 -4.244
C 1.123 -2.327 -3.869
C 1.040 -3.674 -4.510
N -1.865 -1.877 -1.791
N -1.928 -1.049 -0.702
C -3.120 -0.448 -0.761
C -3.615 0.511 0.272
C -3.821 -0.882 -1.888
C -2.981 -1.773 -2.524
C -3.190 -2.546 -3.783
H 2.678 -3.361 2.399
H 1.334 -2.529 3.192
H 2.299 -1.704 1.947
H 0.648 -5.311 1.737
H -0.945 -6.519 -0.108
H -0.468 -5.956 -1.717
H -1.977 -5.397 -1.006
H -0.984 -3.746 -2.707
H 1.644 1.720 -2.393
H 1.993 1.669 -4.111
H 3.205 1.094 -2.952
H 2.506 -1.129 -5.097
H 1.773 -3.733 -5.313
H 0.050 -3.866 -4.930
H 1.252 -4.463 -3.788
H -2.800 0.981 0.813
H -4.260 -0.008 0.987
H -4.204 1.294 -0.207
H -4.792 -0.551 -2.218
H -4.140 -2.255 -4.229
H -3.208 -3.621 -3.593
H -2.395 -2.349 -4.504
O -0.273 3.175 -3.186
S -1.389 2.430 -2.660
O -2.457 2.148 -3.594
O -0.999 1.223 -1.899
C -2.127 3.508 -1.423
C -3.353 4.075 -1.741
C -3.964 4.972 -0.874
C -3.347 5.318 0.316
C -2.132 4.744 0.659
C -1.516 3.842 -0.199
S -0.152 2.920 0.506
O 0.264 3.657 1.678
O -0.845 1.627 0.836
O 0.898 2.660 -0.458
H -3.808 3.793 -2.681
H -4.925 5.401 -1.132
H -3.819 6.021 0.992
H -1.643 4.978 1.595
```



The following is a quantum chemistry calculation of C34H37Cl3IN9O4S2V as an isolated structure, from the OMol25 dataset.

* energy: -150484.702 eV
* energy relative to the best compared isomer or geometry (same formula, charge and spin): 139.4 kJ/mol
* orbital gap (alpha / beta): 7.39 / 6.57 eV
* E_LUMO (alpha / beta): -0.182 / -1.100 eV
* ⟨S²⟩: 3.7802
* net charge: 0
* 2S+1: 4

```
91
C34H37Cl3IN9O4S2V, DFT the ωB97M-V functional and the def2-TZVPD basis
V -0.105 -0.109 -0.428
C 4.560 -3.007 3.626
C 3.384 -2.276 3.050
C 2.272 -2.962 2.574
C 1.216 -2.258 2.037
C 1.214 -0.867 1.939
N 0.003 -0.285 1.449
C -0.998 -0.220 2.412
C -0.676 -0.345 3.775
C -1.625 -0.335 4.774
C -2.974 -0.217 4.475
C -4.030 -0.238 5.541
C -3.314 -0.077 3.139
C -2.362 -0.032 2.123
N -2.860 0.187 0.803
C -4.097 0.616 0.476
C -4.229 0.538 -0.888
C -2.998 0.059 -1.335
N -2.176 -0.139 -0.311
C 2.334 -0.171 2.403
C 3.395 -0.893 2.955
N 2.458 1.242 2.358
C 3.536 1.989 2.723
C 3.231 3.299 2.463
C 1.928 3.254 1.931
N 1.475 2.020 1.874
H 4.241 -3.862 4.222
H 5.202 -3.383 2.827
H 5.164 -2.357 4.257
H 2.236 -4.042 2.612
H 0.343 -2.774 1.660
H 0.361 -0.456 4.051
H -1.307 -0.436 5.803
H -3.627 -0.608 6.483
H -4.431 0.760 5.723
H -4.865 -0.881 5.259
H -4.361 -0.024 2.884
H -4.786 0.955 1.224
H -5.089 0.795 -1.478
H -2.659 -0.127 -2.338
H 4.262 -0.374 3.339
H 4.430 1.561 3.136
H 3.858 4.154 2.634
H 1.301 4.058 1.584
C -2.258 -7.649 -3.049
C -1.468 -6.411 -2.742
C -1.142 -5.505 -3.740
C -0.397 -4.366 -3.456
C 0.025 -4.142 -2.163
C -0.288 -5.034 -1.145
C -1.031 -6.159 -1.439
S 0.976 -2.685 -1.792
O -1.066 -1.023 -3.596
O 2.092 -3.137 -0.938
O -0.108 -1.972 -0.887
H -2.770 -7.565 -4.007
H -3.008 -7.840 -2.280
H -1.609 -8.526 -3.096
H -1.478 -5.683 -4.754
H -0.160 -3.655 -4.239
H 0.065 -4.843 -0.141
H -1.280 -6.859 -0.649
C -2.390 4.013 -3.765
N -2.076 3.331 -2.523
C -0.851 3.046 -2.084
S -0.666 2.511 -0.467
N 0.181 3.259 -2.897
C 1.563 3.145 -2.477
H -3.451 4.247 -3.763
H -2.172 3.385 -4.630
H -1.833 4.951 -3.827
H -2.814 3.072 -1.890
H -0.010 3.385 -3.883
H 1.708 2.248 -1.876
H 1.857 4.012 -1.883
H 2.182 3.091 -3.366
Cl 2.004 0.849 -5.233
C 0.544 -0.054 -5.199
Cl -1.127 1.657 -5.877
Cl 0.365 -1.312 -6.342
C -0.092 -0.244 -3.963
N -0.226 0.186 -2.768
N 3.312 -0.594 -2.520
C 3.111 -0.221 -1.254
O 1.998 0.107 -0.821
C 4.329 -0.047 -0.390
I 5.466 -1.829 -0.191
H 2.496 -0.831 -3.063
H 4.183 -1.031 -2.774
H 4.017 0.268 0.598
H 4.997 0.690 -0.833
```



The following is a quantum chemistry calculation of C34H37ClN5O2SSiTi as an isolated structure, from the OMol25 dataset.

* energy: -101757.135 eV
* energy relative to the best compared isomer or geometry (same formula, charge and spin): 322.7 kJ/mol
* orbital gap: 5.69 eV
* E_LUMO: 2.348 eV
* net charge: -1
* 2S+1: 1

```
82
C34H37ClN5O2SSiTi, DFT the ωB97M-V functional and the def2-TZVPD basis
Ti 0.102 0.030 0.174
C 4.258 -0.323 0.975
C 2.776 -0.166 1.102
N 2.049 0.417 0.129
N 2.673 1.292 -0.750
C 1.899 2.297 -0.989
N 2.361 3.281 -1.843
S 0.320 2.557 -0.264
C 2.034 -0.514 2.224
C 2.604 -1.283 3.318
C 2.022 -1.789 4.410
C -0.308 -1.802 3.425
C -0.243 -0.424 2.861
N 0.773 0.078 2.246
H 4.610 0.236 0.113
H 4.511 -1.377 0.837
H 4.764 0.033 1.873
H 3.362 3.282 -1.972
H 1.934 4.184 -1.720
H 3.661 -1.490 3.196
H 2.648 -2.366 5.082
H -1.333 -1.990 3.755
H -1.075 0.261 3.027
C 0.115 -0.224 -1.960
Si -1.445 0.469 -2.619
C -2.729 0.012 -1.307
N -2.331 0.267 0.111
C -3.050 -0.688 0.987
C -4.575 -0.568 0.882
C -5.038 0.894 0.764
C -3.960 1.810 1.323
C -2.639 1.662 0.559
C -1.560 2.284 -3.087
C -2.724 3.024 -2.887
C -2.832 4.340 -3.324
C -1.774 4.935 -3.994
C -0.613 4.206 -4.227
C -0.513 2.897 -3.780
C -2.048 -0.425 -4.179
C -2.436 0.229 -5.349
C -2.856 -0.481 -6.469
C -2.902 -1.866 -6.440
C -2.519 -2.541 -5.287
C -2.096 -1.824 -4.177
H 1.014 0.167 -2.441
H 0.081 -1.309 -2.107
H -2.800 -1.077 -1.409
H -3.730 0.398 -1.524
H -2.725 -0.512 2.012
H -2.717 -1.691 0.735
H -5.000 -1.027 1.779
H -4.943 -1.149 0.035
H -5.985 1.044 1.285
H -5.220 1.152 -0.282
H -3.804 1.568 2.379
H -4.264 2.858 1.288
H -1.828 2.016 1.199
H -2.631 2.298 -0.327
H -3.573 2.575 -2.380
H -3.743 4.896 -3.145
H -1.853 5.959 -4.336
H 0.217 4.660 -4.756
H 0.409 2.354 -3.951
H -2.410 1.313 -5.394
H -3.148 0.052 -7.366
H -3.228 -2.420 -7.312
H -2.544 -3.623 -5.256
H -1.784 -2.371 -3.293
Cl -0.062 -5.305 6.712
C 0.272 -4.133 5.406
C 0.185 -2.837 5.742
C 0.559 -1.765 4.770
C 0.200 -2.871 2.472
C 0.590 -4.133 2.916
C 0.602 -4.740 4.158
C 0.398 -2.635 1.066
O 1.190 -3.190 0.326
O -0.450 -1.671 0.499
H -0.191 -2.558 6.717
H 0.328 -0.808 5.247
H 0.934 -4.774 2.109
H 0.864 -5.788 4.193
```



The following is a quantum chemistry calculation of C34H37F2GeMnNP2 as an isolated structure, from the OMol25 dataset.

* energy: -149193.045 eV
* energy relative to the best compared isomer or geometry (same formula, charge and spin): 0.0 kJ/mol
* orbital gap (alpha / beta): 7.33 / 6.33 eV
* E_LUMO (alpha / beta): -2.656 / -3.658 eV
* ⟨S²⟩: 6.0997
* net charge: +1
* 2S+1: 5

```
78
C34H37F2GeMnNP2, DFT the ωB97M-V functional and the def2-TZVPD basis
Mn -0.970 0.904 -0.012
F 3.917 1.766 -2.050
C 3.160 1.531 -0.969
C 1.804 1.310 -1.127
C 0.990 1.085 -0.017
C 1.574 1.090 1.276
C 2.953 1.304 1.380
F 3.565 1.337 2.578
C 3.758 1.526 0.279
C 0.658 0.872 2.400
C 1.042 0.710 3.732
C 0.086 0.512 4.709
C -1.251 0.453 4.342
C -1.566 0.617 3.008
N -0.655 0.833 2.058
H 1.386 1.311 -2.125
H 4.816 1.695 0.397
H 2.081 0.727 4.009
H 0.380 0.404 5.742
H -2.027 0.286 5.070
H -2.600 0.579 2.677
C -4.710 0.309 0.064
P -3.181 1.040 -0.629
C -3.397 0.692 -2.413
C -3.631 2.839 -0.569
C -2.532 3.684 -1.205
P -0.876 3.104 -0.623
C 0.240 3.996 -1.756
C -0.645 4.069 0.917
H -5.580 0.737 -0.437
H -4.773 0.519 1.131
H -4.709 -0.769 -0.086
H -4.384 1.023 -2.737
H -3.294 -0.378 -2.586
H -2.623 1.202 -2.988
H -3.764 3.112 0.484
H -4.588 2.984 -1.080
H -2.646 4.747 -0.974
H -2.550 3.567 -2.293
H -0.018 5.054 -1.763
H 0.147 3.592 -2.763
H 1.268 3.874 -1.417
H -0.760 5.136 0.719
H 0.361 3.879 1.296
H -1.369 3.757 1.672
C -2.344 -2.522 -0.339
Ge -0.674 -1.408 -0.540
C -0.042 -2.088 -2.304
C 0.094 -1.257 -3.406
C 0.467 -1.772 -4.636
C 0.717 -3.128 -4.766
C 0.592 -3.965 -3.669
C 0.210 -3.445 -2.445
C 0.504 -2.140 0.903
C -0.118 -2.585 2.049
C 0.604 -3.090 3.135
C 1.974 -3.093 3.107
C 2.662 -2.593 1.982
C 4.072 -2.534 1.947
C 4.736 -2.069 0.843
C 4.007 -1.690 -0.293
C 2.638 -1.719 -0.281
C 1.922 -2.134 0.856
H -2.069 -3.570 -0.274
H -2.974 -2.401 -1.216
H -2.925 -2.266 0.543
H -0.097 -0.195 -3.284
H 0.566 -1.117 -5.493
H 1.011 -3.531 -5.724
H 0.796 -5.022 -3.768
H 0.114 -4.096 -1.587
H -1.199 -2.575 2.101
H 0.070 -3.464 3.998
H 2.547 -3.470 3.942
H 4.624 -2.875 2.811
H 5.815 -2.006 0.836
H 4.526 -1.377 -1.187
H 2.085 -1.422 -1.160
```



The following is a quantum chemistry calculation of C34H37F6N2OPdSSbSi as an isolated structure, from the OMol25 dataset.

* energy: -85928.615 eV
* energy relative to the best compared isomer or geometry (same formula, charge and spin): 15.5 kJ/mol
* orbital gap (alpha / beta): 6.56 / 7.69 eV
* E_LUMO (alpha / beta): 2.413 / 2.182 eV
* ⟨S²⟩: 0.7541
* net charge: -1
* 2S+1: 2

```
84
C34H37F6N2OPdSSbSi, DFT the ωB97M-V functional and the def2-TZVPD basis
Pd -0.667 -0.284 -0.108
N -2.348 -1.824 -0.267
C -3.593 -1.291 -0.840
C -3.465 -1.086 -2.340
C -3.421 -2.399 -3.143
C -2.207 -2.529 -4.064
N -0.912 -2.642 -3.407
H -2.063 -2.667 -0.754
H -2.482 -2.061 0.710
H -3.793 -0.339 -0.348
H -4.442 -1.955 -0.630
H -2.569 -0.490 -2.532
H -4.314 -0.483 -2.666
H -4.325 -2.494 -3.753
H -3.436 -3.261 -2.462
H -2.166 -1.653 -4.718
H -2.343 -3.396 -4.717
H -0.686 -1.789 -2.900
H -0.893 -3.419 -2.756
F 1.716 2.812 0.473
Sb 2.648 4.250 -0.341
F 3.825 2.953 -1.104
F 3.748 4.391 1.189
F 3.630 5.627 -1.185
F 1.565 4.066 -1.894
F 1.420 5.492 0.378
O -0.304 0.125 -2.473
S 1.022 0.855 -2.230
C 1.770 0.991 -3.848
C 1.221 0.312 -4.922
C 1.820 0.438 -6.168
C 2.943 1.239 -6.321
C 3.472 1.923 -5.233
C 2.884 1.809 -3.983
C 2.128 -0.361 -1.524
C 2.296 -1.605 -2.122
C 3.106 -2.537 -1.498
C 3.737 -2.221 -0.297
C 3.554 -0.979 0.290
C 2.734 -0.038 -0.320
H 0.343 -0.303 -4.770
H 1.408 -0.090 -7.018
H 3.405 1.338 -7.295
H 4.338 2.559 -5.359
H 3.271 2.350 -3.126
H 1.792 -1.842 -3.052
H 3.249 -3.511 -1.949
H 4.370 -2.956 0.186
H 4.020 -0.740 1.237
H 2.551 0.925 0.136
C 3.314 -1.014 4.263
C 2.837 0.289 4.308
C 1.622 0.609 3.713
C 0.864 -0.355 3.044
C 1.387 -1.652 2.978
C 2.583 -1.988 3.595
Si -0.750 0.084 2.152
C -1.197 1.854 2.657
C -1.000 2.926 1.785
C -1.255 4.235 2.177
C -1.736 4.493 3.452
C -1.955 3.441 4.333
C -1.684 2.139 3.937
C -2.142 -0.960 2.944
C -1.947 -2.162 3.630
C -3.017 -2.935 4.068
C -4.321 -2.521 3.832
C -4.542 -1.323 3.164
C -3.467 -0.560 2.731
H 4.257 -1.266 4.735
H 3.412 1.062 4.804
H 1.269 1.633 3.755
H 0.859 -2.415 2.411
H 2.957 -3.003 3.534
H -0.611 2.740 0.792
H -1.051 5.048 1.492
H -1.930 5.512 3.764
H -2.328 3.636 5.332
H -1.851 1.328 4.639
H -0.938 -2.502 3.838
H -2.831 -3.861 4.599
H -5.156 -3.121 4.172
H -5.555 -0.979 2.985
H -3.658 0.379 2.220
```